[1]
The following is a quantum chemistry calculation of C29H50P2Zr as an isolated structure at a distorted geometry, from the OMol25 dataset.

ORCA input file:
```
! RIJCOSX wB97M-V def2-TZVPD def2/J DEFGRID3
* xyz 2 1
Zr 0.54938 -1.33324 1.33981
C -1.79864 -1.46693 2.61598
C -1.52360 -2.69086 1.91653
C 0.25163 -2.30222 3.40087
C -0.72394 -1.23821 3.54100
C -0.26272 -3.23675 2.39284
C -3.14822 -0.81606 2.65942
H -3.68137 -0.87162 1.69822
H -3.09314 0.24244 2.94219
H -3.78218 -1.32401 3.40691
C -0.71000 -0.12027 4.52587
H -1.72399 0.28550 4.65484
H -0.04891 0.68371 4.17286
H -0.34574 -0.46316 5.50509
C 1.66507 -2.14537 3.84064
H 1.74801 -1.95902 4.92952
H 2.13099 -1.24670 3.36151
H 2.25460 -3.04129 3.60917
C 0.56013 -4.17373 1.57421
H 0.35498 -5.22233 1.83231
H 1.64823 -4.01950 1.70995
H 0.28483 -4.07545 0.50481
C -2.47453 -3.35385 0.97686
H -2.66132 -4.39895 1.27599
H -2.10815 -3.36042 -0.06598
H -3.44447 -2.83161 0.99586
C -1.56902 2.18387 -0.72140
C -2.75508 1.51883 -0.79044
C -2.96124 0.06972 -1.27780
C -1.81163 -0.76771 -1.94079
C -0.47129 -0.96233 -1.33193
C 0.79336 -0.20730 -1.76652
C 0.85133 1.33040 -1.32575
C -0.44995 2.06236 -1.70999
H -3.84062 0.03375 -1.96137
H -1.69225 -0.52781 -3.02589
H -3.27891 -0.59400 -0.42552
H -0.96273 1.34419 -2.47903
H -1.33480 2.73864 0.17741
H -3.59356 1.86459 -0.13389
H -0.20185 3.09036 -2.07513
H 1.05933 1.51326 -0.24076
H 1.68147 -0.70223 -1.29071
H 1.71894 1.78724 -1.84049
H -2.24318 -1.78688 -2.01523
H -0.28601 -2.06427 -1.35089
P -1.06380 1.27358 -4.20013
C -1.29458 3.04497 -4.47685
C -2.26470 0.44408 -5.24976
P 1.19098 -0.72186 -3.49012
C 0.61008 0.69044 -4.57382
C 0.22594 -2.08826 -4.19365
C 2.91446 -0.83713 -3.96708
H -0.41959 3.63908 -4.16816
H -2.19559 3.39514 -3.93117
H -1.47185 3.17678 -5.55504
H -2.05329 0.84136 -6.25802
H -3.29464 0.72281 -4.96291
H -2.14144 -0.65583 -5.26464
H 2.99968 -0.50675 -5.02180
H 3.24229 -1.87400 -3.88657
H 3.51694 -0.17699 -3.33101
H 1.33326 1.52638 -4.61120
H 0.51387 0.30931 -5.61627
H 0.83906 -2.99143 -4.14829
H -0.02429 -1.87473 -5.24918
H -0.70428 -2.28567 -3.64126
C 1.74891 3.60849 3.87419
C 2.61588 2.39458 3.49512
C 3.83405 2.85753 2.65814
C 3.09605 1.65956 4.75893
C 1.84002 1.43015 2.71054
C 1.23614 0.54401 2.09490
H 2.26651 4.33398 4.51559
H 0.86087 3.26891 4.41701
H 1.42277 4.13970 2.97109
H 4.50002 3.55595 3.18908
H 4.43734 1.98438 2.36439
H 3.49356 3.36252 1.73593
H 2.22328 1.29220 5.31155
H 3.70698 0.79564 4.46612
H 3.68984 2.27638 5.44319
*
```

Highest occupied orbital energy (eV): -11.213
E_tot (eV): -50720.6425
Energy above the lowest of the compared OMol25 structures with the same formula, charge and spin (eV): 4.4118
Orbital gap (eV): 4.483

[2]
The following is a quantum chemistry calculation of an isolated molecule of C22H27FN4OS at a distorted geometry, from the OMol25 dataset.

ORCA input file:
```
! RIJCOSX wB97M-V def2-TZVPD def2/J DEFGRID3
* xyz 0 1
C 0.17085 1.96922 3.17953
N 1.26687 1.18774 2.64970
C 2.54732 1.82773 2.85783
C 2.79785 2.86627 1.74457
N 2.50773 2.27830 0.46155
C 1.25931 2.40058 -0.06639
O 0.49849 3.30713 0.22085
C 0.89063 1.39077 -1.06908
C -0.26606 1.39432 -1.78994
C -0.39055 0.25786 -2.62182
C -1.19729 -0.39850 -3.59166
C -2.48442 0.01906 -4.11837
C -3.31813 0.85499 -3.37524
C -4.54538 1.25853 -3.86423
C -4.97208 0.83650 -5.11277
C -4.16454 0.00804 -5.87215
C -2.93962 -0.39140 -5.37243
F -2.17039 -1.17820 -6.14756
N -0.59979 -1.51592 -3.98147
N 0.55700 -1.63422 -3.32317
C 1.41931 -2.75754 -3.53835
C 0.72122 -0.58839 -2.49694
S 1.89770 -0.03147 -1.37911
C 1.22531 -0.24243 2.90572
C 1.09174 -0.64088 4.38353
C 1.18031 -2.15758 4.52610
C 0.10158 -2.84174 3.69112
C 0.21335 -2.42976 2.22581
C 0.11311 -0.91330 2.09328
H -0.76194 1.42718 3.05757
H 0.09155 2.89405 2.60872
H 0.30105 2.22007 4.24323
H 3.33694 1.07259 2.80693
H 2.61839 2.32914 3.83624
H 3.83533 3.20841 1.77307
H 2.13112 3.72223 1.85500
H 3.01401 1.42889 0.25549
H -0.97281 2.19916 -1.70752
H -2.99751 1.17284 -2.39569
H -5.17295 1.90353 -3.26823
H -5.93057 1.15057 -5.49655
H -4.46887 -0.33295 -6.84939
H 1.51515 -3.34804 -2.62456
H 2.41017 -2.42139 -3.84955
H 0.97278 -3.36432 -4.32277
H 2.17663 -0.64535 2.53322
H 0.13124 -0.29497 4.76960
H 1.88362 -0.16330 4.96611
H 1.07078 -2.43816 5.57609
H 2.16464 -2.49576 4.19209
H 0.19471 -3.92609 3.78158
H -0.88274 -2.55803 4.07058
H -0.57948 -2.90522 1.64419
H 1.17181 -2.76881 1.82467
H -0.86495 -0.59097 2.45225
H 0.20044 -0.61103 1.04871
*
```

Highest occupied orbital energy (eV): -8.186
E_tot (eV): -44813.1023
Energy above the lowest of the compared OMol25 structures with the same formula, charge and spin (eV): 0.2016
SMILES: CN(CCNC(=O)c1cc2c(-c3ccccc3F)nn(C)c2s1)C1CCCCC1
Orbital gap (eV): 8.587

[3]
The following is a quantum chemistry calculation of C3H4LiO4Tl as an isolated structure at a distorted geometry, from the OMol25 dataset.

ORCA input file:
```
! RIJCOSX wB97M-V def2-TZVPD def2/J DEFGRID3
* xyz 1 2
O 0.44040 -0.44475 0.26364
C 0.37583 1.01345 -0.16031
C -0.88866 -0.92112 0.47079
O 1.06005 1.84645 0.38992
O -0.89341 1.26076 -0.41305
C -1.71774 0.09049 -0.33382
H -1.00569 -0.90414 1.55936
H -1.08962 -1.93820 0.11776
H -2.64148 0.36386 0.18419
H -1.87126 -0.26943 -1.35906
O 2.78777 0.25635 -0.89275
Li 1.94537 -1.38615 -0.73075
Tl 3.49844 1.03242 0.90405
*
```

Highest occupied orbital energy (spin up / spin down) (eV): -13.922 / -13.699
E_tot (eV): -16256.0717
Energy above the lowest of the compared OMol25 structures with the same formula, charge and spin (eV): 0.0340
Expectation value of S²: 0.76
Orbital gap (spin up / spin down) (eV): 9.920 / 7.779

[4]
The following is a quantum chemistry calculation of a 2-piece molecular cluster, C3H4OS overall at a distorted geometry, from the OMol25 dataset.

ORCA input file:
```
! RIJCOSX wB97M-V def2-TZVPD def2/J DEFGRID3
* xyz 0 3
C 2.09866 0.12887 0.73584
C 0.53808 1.42885 0.08584
C -0.39275 0.33663 -0.46260
O 0.13681 2.58688 0.04460
S 3.31898 -0.02228 -0.20686
H 1.90658 -0.04366 1.78021
H 0.19040 -0.57558 -0.92761
H -1.11358 0.67190 -1.14437
H -1.13194 0.17961 0.27522
*
```

Highest occupied orbital energy (spin up / spin down) (eV): -6.798 / -10.389
E_tot (eV): -16053.1167
Energy above the lowest of the compared OMol25 structures with the same formula, charge and spin (eV): 2.1592
Expectation value of S²: 2.02
Orbital gap (spin up / spin down) (eV): 7.276 / 8.271

[5]
The following is a quantum chemistry calculation of a 10-piece molecular cluster, C38H86FN10O10 overall at a distorted geometry, from the OMol25 dataset.

ORCA input file:
```
! RIJCOSX wB97M-V def2-TZVPD def2/J DEFGRID3
* xyz 1 1
C 1.14561 -1.50915 -3.15889
C 1.71302 -0.47236 -4.17173
O 1.96962 0.81679 -3.60211
C 0.85304 1.42043 -3.00860
C -0.31501 1.78563 -3.99772
N -1.62070 1.76520 -3.23489
C -2.50018 2.95193 -3.51344
C -3.69084 2.45727 -4.45530
C -3.10640 1.04143 -4.91410
C -2.50665 0.60833 -3.54662
C -3.57847 0.20554 -2.47552
C -4.90976 -0.37228 -3.03671
C -4.80448 -1.79400 -3.63949
F -3.64023 -2.00331 -4.35884
H 1.45364 -2.53543 -3.41168
H 0.03726 -1.39626 -3.14592
H 1.49765 -1.26854 -2.12607
H 1.07839 -0.46158 -5.09299
H 2.69726 -0.85844 -4.50391
H 0.46638 0.87335 -2.11749
H 1.21973 2.38953 -2.61308
H -0.16661 2.83099 -4.32936
H -0.34228 1.18047 -4.91598
H -1.37061 1.88131 -2.23844
H -2.03899 3.79252 -4.05357
H -3.03233 3.38737 -2.65153
H -3.75659 3.05007 -5.38045
H -4.63753 2.35291 -3.90111
H -2.37967 1.31005 -5.70483
H -3.79900 0.34251 -5.40341
H -1.80306 -0.25103 -3.54301
H -3.15020 -0.49716 -1.73778
H -3.84899 1.12184 -1.90085
H -5.59884 -0.45953 -2.16934
H -5.42985 0.31005 -3.73601
H -4.88976 -2.58292 -2.87314
H -5.64278 -1.92296 -4.35190
C 7.22053 1.00244 -4.53169
C 5.86814 0.64864 -3.97542
O 5.70922 -0.25515 -3.16136
N 4.80282 1.37450 -4.40083
C 4.78593 2.47160 -5.34719
H 7.97079 0.34456 -4.09912
H 7.23257 0.87632 -5.61558
H 7.46444 2.03283 -4.27078
H 3.93124 1.08645 -3.98203
H 4.38697 3.35932 -4.85151
H 4.13048 2.20762 -6.18086
H 5.77836 2.69331 -5.72746
C 1.18963 -1.57590 2.11937
C 1.82384 -1.02497 0.87039
O 1.18283 -0.37023 0.05483
N 3.14263 -1.26975 0.65963
C 4.06263 -2.01487 1.49793
H 0.14002 -1.29667 2.14309
H 1.25802 -2.66534 2.12935
H 1.67605 -1.16304 3.00431
H 3.49557 -0.86877 -0.19729
H 4.88325 -1.35801 1.79139
H 4.46751 -2.84875 0.92223
H 3.57587 -2.39835 2.38894
C 8.22073 4.52915 -1.88652
C 8.38293 4.94321 -3.32435
O 7.84862 4.31411 -4.22683
N 9.13860 6.03680 -3.59530
C 9.84070 6.89761 -2.66144
H 7.59342 3.64287 -1.84622
H 9.18895 4.28898 -1.44548
H 7.73624 5.32445 -1.31790
H 9.19831 6.24849 -4.57869
H 9.46431 7.91636 -2.76928
H 10.90470 6.88728 -2.90371
H 9.70555 6.57431 -1.63418
C 4.40291 3.39365 2.34066
C 5.67191 3.44434 1.52944
O 6.71213 3.89953 1.97900
N 5.63045 2.96186 0.25918
C 4.50208 2.38661 -0.45120
H 4.59347 3.81177 3.32559
H 3.62141 3.98308 1.85831
H 4.07091 2.36100 2.46005
H 6.51209 3.02711 -0.22091
H 4.75531 1.36783 -0.75205
H 4.31052 2.97928 -1.34879
H 3.60595 2.36619 0.16189
C -4.12501 -1.99231 3.85323
C -2.89184 -2.00440 2.99136
O -1.83489 -1.50358 3.35252
N -2.97562 -2.60091 1.76857
C -4.12370 -3.24577 1.16401
H -3.90557 -1.49003 4.78600
H -4.93192 -1.45425 3.34817
H -4.43702 -3.01087 4.07821
H -2.11307 -2.57229 1.24722
H -3.87251 -4.28616 0.94825
H -4.36139 -2.73841 0.22520
H -4.99119 -3.21603 1.81532
C -2.33463 2.81332 1.94077
C -1.77614 3.47169 0.70757
O -0.93681 2.92008 0.00167
N -2.22859 4.71212 0.39053
C -3.20821 5.51955 1.09656
H -1.87760 1.83376 2.06109
H -2.10848 3.41166 2.82411
H -3.41400 2.68397 1.84436
H -1.80908 5.09140 -0.44376
H -4.03742 5.73927 0.42180
H -2.74049 6.45799 1.39725
H -3.58934 5.01271 1.97696
C -1.08199 -2.22971 -6.22153
C 0.15502 -2.19043 -7.07620
O 1.20433 -1.69291 -6.68612
N 0.07938 -2.73185 -8.31709
C -1.06139 -3.36269 -8.95463
H -0.86910 -1.76389 -5.26294
H -1.89213 -1.68056 -6.70274
H -1.38714 -3.26068 -6.04292
H 0.94310 -2.67144 -8.83368
H -0.79739 -4.38913 -9.21404
H -1.29993 -2.81802 -9.86983
H -1.93242 -3.37128 -8.30671
C -3.90721 -4.16359 8.56392
C -3.27058 -3.60523 7.31855
O -3.90138 -2.95195 6.49508
N -1.94742 -3.84427 7.11929
C -1.03366 -4.58640 7.96537
H -4.95539 -3.89176 8.58429
H -3.83044 -5.25263 8.56955
H -3.42874 -3.75113 9.45019
H -1.58964 -3.43934 6.26715
H -0.21866 -3.92652 8.26904
H -0.61893 -5.41870 7.39303
H -1.52832 -4.97309 8.85057
C -7.66842 -4.45427 10.83323
C -6.31529 -4.46330 11.49581
O -5.33296 -3.95634 10.97269
N -6.21094 -5.05989 12.71195
C -7.25113 -5.70987 13.48676
H -7.59300 -3.94579 9.87540
H -8.01086 -5.47535 10.65816
H -8.38969 -3.92008 11.45339
H -5.27935 -5.02817 13.09451
H -7.34222 -5.20415 14.44969
H -6.96554 -6.74901 13.65996
H -8.20943 -5.68339 12.97806
*
```

Highest occupied orbital energy (eV): -10.311
E_tot (eV): -78891.3191
Orbital gap (eV): 8.398

[6]
The following is a quantum chemistry calculation of B2H8Sn as an isolated structure at a distorted geometry, from the OMol25 dataset.

ORCA input file:
```
! RIJCOSX wB97M-V def2-TZVPD def2/J DEFGRID3
* xyz 0 1
Sn 33.74642 4.37744 13.18845
B 32.91385 2.58352 15.51356
H 32.23023 2.58779 14.52897
H 32.91665 3.67425 15.97780
H 32.56968 1.79346 16.29555
H 34.02063 2.37813 15.15234
B 36.43149 3.32930 13.18460
H 35.75064 2.37308 13.31756
H 36.46529 3.86589 14.23168
H 37.50377 2.92631 12.96793
H 36.05254 3.89842 12.20415
*
```

Highest occupied orbital energy (eV): -10.103
E_tot (eV): -7307.8635
Energy above the lowest of the compared OMol25 structures with the same formula, charge and spin (eV): 0.0000
Orbital gap (eV): 7.006